{"formula": "C21H30N4O4S", "method": "ωB97M-V with the def2-TZVPD basis set", "e_above_lowest_kcal_mol": 49.5, "homo_energy_ev": -7.61, "smiles": "CCCCn1c(SCC(=O)NCCOC)nc2ccc(N3CCOCC3)cc2c1=O", "lumo_energy_ev": 0.38, "multiplicity": 1, "total_charge": 0, "homo_lumo_gap_ev": 8.0, "species": ["S", "O", "O", "O", "O", "N", "N", "N", "N", "C", "C", "C", "C", "C", "C", "C", "C", "C", "C", "C", "C", "C", "C", "C", "C", "C", "C", "C", "C", "C", "H", "H", "H", "H", "H", "H", "H", "H", "H", "H", "H", "H", "H", "H", "H", "H", "H", "H", "H", "H", "H", "H", "H", "H", "H", "H", "H", "H", "H", "H"], "positions_angstrom": [[0.839429, 1.643863, -3.567291], [-2.007974, 0.478651, -0.689603], [-1.816387, 3.913095, -3.502934], [0.355413, -2.738516, 5.412128], [1.928130, -2.351917, -0.861743], [1.357599, -0.487131, -2.025477], [-1.250783, 3.128699, -1.448827], [1.848952, -0.733149, 4.045292], [1.001005, 1.573329, -0.955804], [1.717149, -0.956428, 1.620968], [-0.145912, -1.429817, 5.272925], [1.202628, 0.989088, 0.262690], [1.525909, -0.368991, 0.373609], [-2.131329, 0.290792, 0.697780], [1.074562, 0.843523, -2.015826], [-0.990561, 3.498575, -2.719199], [1.630331, -1.173932, -0.836674], [2.347281, -2.085602, 4.201115], [1.597237, -0.210039, 2.789669], [1.190789, -3.084833, 4.326774], [0.176110, -2.211252, -3.348534], [-2.594705, 2.852761, -1.003230], [-1.420065, -0.870546, -4.809343], [0.486304, 3.363147, -3.076509], [1.289648, 1.161529, 2.657183], [1.386559, -1.279436, -3.244152], [-2.942400, 1.374868, -1.252372], [-1.167975, -1.489238, -3.439346], [0.989550, -0.399614, 5.165254], [1.092469, 1.747412, 1.433767], [-1.433442, -0.502245, 0.961568], [-0.757164, -1.243321, 6.157424], [3.006802, -2.345727, 3.375429], [-2.398534, -0.396623, -4.834568], [-2.672596, 3.099468, 0.058544], [2.294051, -1.889819, -3.207113], [-0.778076, -1.361920, 4.371903], [-3.150340, -0.015450, 0.962919], [0.604935, -3.099179, 3.395179], [-1.870980, 1.192851, 1.262417], [0.865121, 2.800005, 1.357389], [0.315220, -2.838360, -4.231061], [-1.392268, -1.636850, -5.581502], [-3.954127, 1.161260, -0.880982], [1.591786, -0.428798, 6.079232], [0.710789, 3.956997, -3.961154], [2.928961, -2.108078, 5.129587], [-1.958317, -2.214869, -3.233779], [-1.226721, -0.723518, -2.663440], [-0.499329, 2.632881, -0.966519], [-0.675921, -0.115403, -5.046828], [1.232420, 1.779484, 3.540107], [1.560480, -4.089253, 4.537041], [-3.281051, 3.480281, -1.574992], [-2.909023, 1.183893, -2.328338], [1.441381, -0.605693, -4.099049], [0.180975, -2.862078, -2.472922], [0.563957, 0.594923, 5.052833], [1.144003, 3.615786, -2.247847], [1.948044, -2.009533, 1.626233]], "forces_ev_per_a": [[-0.007, 0.112, -0.383], [0.091, -0.002, -0.150], [-0.255, 0.050, -0.385], [0.029, -0.066, 0.107], [0.025, -0.048, 0.020], [0.031, -0.042, 0.209], [-0.098, -0.088, 0.416], [0.295, -0.046, 0.336], [0.221, 0.041, -0.380], [-0.030, -0.051, 0.199], [0.031, 0.397, 0.071], [0.230, -0.784, 0.208], [-0.147, 0.628, 0.181], [-0.027, -0.003, 0.092], [-0.038, 0.924, 0.354], [0.455, 0.155, 0.267], [0.070, -0.052, 0.062], [-0.218, -0.291, -0.010], [0.043, -0.023, -0.514], [0.321, 0.019, -0.149], [-0.127, 0.174, 0.170], [-0.136, -0.347, -0.134], [-0.017, -0.093, 0.186], [-0.019, -0.393, -0.022], [-0.089, 0.058, -0.040], [-0.016, -0.562, -0.358], [-0.064, 0.314, -0.068], [0.138, -0.066, -0.227], [-0.417, -0.221, 0.116], [0.008, -0.167, 0.037], [-0.003, 0.014, 0.120], [-0.022, 0.052, -0.076], [0.037, -0.009, 0.030], [-0.076, 0.105, -0.094], [-0.072, 0.028, -0.068], [-0.081, 0.186, -0.088], [0.026, 0.002, 0.082], [0.011, -0.001, 0.022], [0.043, -0.033, 0.057], [-0.011, -0.019, 0.032], [-0.007, 0.126, -0.022], [0.037, -0.081, -0.021], [-0.022, -0.069, -0.129], [0.028, -0.023, -0.034], [-0.081, 0.068, -0.013], [-0.044, -0.037, 0.058], [0.000, -0.068, -0.086], [-0.017, 0.047, 0.098], [-0.081, -0.031, 0.085], [-0.088, 0.192, -0.249], [0.004, 0.068, -0.100], [0.015, 0.047, 0.077], [0.001, 0.031, -0.094], [-0.017, -0.032, 0.144], [-0.077, 0.060, 0.041], [0.088, -0.094, 0.051], [0.075, -0.041, -0.099], [0.042, 0.001, 0.049], [-0.001, 0.076, -0.043], [0.007, -0.090, 0.058]]}


{"formula": "C28H19F2N4PW", "method": "ωB97M-V with the def2-TZVPD basis set", "e_above_lowest_kcal_mol": 4.6, "homo_energy_ev": [-14.45, -14.80], "lumo_energy_ev": [-8.68, -8.00], "multiplicity": 3, "total_charge": 2, "homo_lumo_gap_ev": [5.8, 6.8], "species": ["W", "P", "F", "F", "N", "N", "N", "N", "C", "C", "C", "C", "C", "C", "C", "C", "C", "C", "C", "C", "C", "C", "C", "C", "C", "C", "C", "C", "C", "C", "C", "C", "C", "C", "C", "C", "H", "H", "H", "H", "H", "H", "H", "H", "H", "H", "H", "H", "H", "H", "H", "H", "H", "H", "H"], "positions_angstrom": [[-0.211425, 0.429538, 1.266361], [-2.351664, 0.363261, -0.092529], [3.701799, -0.631581, -2.316372], [4.909419, -0.492183, 2.167293], [0.317498, 2.247603, 0.964226], [-1.063936, 5.655398, -1.240709], [0.809083, 0.095991, 3.097250], [3.350108, 5.352150, -0.004252], [-3.607073, -2.285505, 2.829800], [0.189657, 0.116803, 4.300503], [-3.657377, -1.230828, 1.934129], [2.633787, -0.230182, 1.621534], [0.622956, 3.295097, 0.481065], [-2.525080, -0.922986, 1.182317], [2.252061, -0.255063, 5.395163], [-1.288615, -2.726744, 2.302464], [1.673805, -0.153099, 0.594947], [-3.755886, 4.132030, 0.451446], [-0.153210, 5.172190, -0.730683], [2.270847, 4.956254, -0.039788], [4.340621, -0.563233, -0.079836], [2.018567, -0.285383, -0.739975], [-3.046213, 1.842721, 0.653677], [-3.207775, 3.241618, 2.623167], [2.889020, -0.296970, 4.168796], [0.925408, 4.464433, -0.081901], [-3.456368, 2.911418, -0.140694], [-2.431958, -3.028021, 3.015276], [-3.625598, 4.299060, 1.825593], [-2.925872, 2.016743, 2.037505], [3.953017, -0.425954, 1.237842], [-3.366584, -0.151100, -1.496301], [-1.349579, -1.659122, 1.410519], [3.356318, -0.496849, -1.042741], [0.875729, -0.054765, 5.470747], [2.150064, -0.131806, 3.007048], [3.951510, -0.463358, 4.105362], [-3.859675, 5.255165, 2.276406], [-3.321678, 0.587526, -2.295365], [-4.496690, -2.545336, 3.391468], [1.303064, -0.224040, -1.548413], [2.832388, -0.385070, 6.300996], [-4.078005, 4.958111, -0.169132], [-0.877581, 0.292545, 4.292394], [0.351589, -0.027772, 6.415940], [-4.571760, -0.663468, 1.806655], [5.378899, -0.718198, -0.342007], [-3.130656, 3.362816, 3.695932], [-2.423938, -3.849731, 3.719858], [-3.009157, -1.104589, -1.880474], [-4.386729, -0.241207, -1.127944], [-0.500888, -1.542398, 0.702053], [-2.689208, 1.182487, 2.686497], [-0.378369, -3.297757, 2.429361], [-3.534648, 2.815827, -1.217995]], "forces_ev_per_a": [[0.706, 0.887, -0.193], [-0.220, -0.037, 0.291], [-0.011, 0.007, 0.060], [-0.043, 0.003, -0.055], [-0.240, -0.244, -0.143], [0.130, -0.078, 0.114], [-0.113, -0.107, 0.113], [-0.172, -0.129, 0.016], [0.091, -0.095, 0.072], [0.189, 0.123, -0.302], [-0.051, 0.067, 0.108], [-0.022, -0.039, 0.221], [0.004, 0.113, 0.164], [-0.065, -0.263, 0.007], [0.060, -0.001, 0.131], [-0.049, 0.115, 0.094], [-0.572, 0.078, 0.066], [0.025, -0.031, -0.035], [0.260, -0.176, 0.105], [-0.098, 0.111, -0.059], [0.012, 0.009, 0.046], [0.089, -0.039, 0.120], [-0.022, 0.076, -0.032], [-0.071, 0.076, -0.108], [0.121, -0.002, 0.056], [-0.137, 0.338, -0.198], [0.026, 0.136, -0.009], [-0.208, -0.012, 0.104], [0.001, 0.037, 0.008], [-0.011, 0.039, 0.096], [0.327, -0.071, 0.137], [0.275, 0.063, -0.194], [-0.129, -0.278, -0.155], [0.033, -0.038, -0.318], [0.075, -0.033, 0.131], [-0.221, -0.048, -0.206], [-0.006, -0.010, 0.049], [0.009, -0.029, -0.026], [0.006, 0.018, 0.018], [0.058, -0.014, -0.018], [-0.041, 0.028, -0.019], [-0.036, 0.003, -0.044], [0.008, -0.016, 0.029], [-0.084, 0.007, -0.031], [0.047, -0.002, -0.022], [0.013, -0.018, -0.002], [-0.031, 0.006, 0.012], [-0.003, -0.003, -0.026], [-0.026, 0.018, -0.014], [-0.017, -0.031, 0.007], [-0.069, -0.031, -0.044], [0.153, -0.340, -0.205], [0.062, -0.129, 0.065], [-0.011, 0.005, -0.029], [-0.001, -0.019, 0.048]]}


{"formula": "C31H55F3N4O17SV", "method": "ωB97M-V with the def2-TZVPD basis set", "homo_energy_ev": [-10.84, -11.18], "lumo_energy_ev": [-4.40, -9.21], "multiplicity": 5, "total_charge": 1, "homo_lumo_gap_ev": [6.4, 2.0], "species": ["V", "S", "F", "F", "F", "O", "O", "O", "O", "O", "O", "O", "O", "O", "O", "O", "O", "O", "O", "O", "O", "O", "N", "N", "N", "N", "C", "C", "C", "C", "C", "C", "C", "C", "C", "C", "C", "C", "C", "C", "C", "C", "C", "C", "C", "C", "C", "C", "C", "C", "C", "C", "C", "C", "C", "C", "C", "H", "H", "H", "H", "H", "H", "H", "H", "H", "H", "H", "H", "H", "H", "H", "H", "H", "H", "H", "H", "H", "H", "H", "H", "H", "H", "H", "H", "H", "H", "H", "H", "H", "H", "H", "H", "H", "H", "H", "H", "H", "H", "H", "H", "H", "H", "H", "H", "H", "H", "H", "H", "H", "H", "H"], "positions_angstrom": [[1.477878, -1.584277, -2.821374], [-0.867972, -2.334917, -5.361444], [-3.607122, -2.426597, -5.784534], [-2.937132, -3.107767, -3.839484], [-3.037812, -0.988607, -4.282004], [-3.664812, 3.952733, 2.568406], [-0.031232, -2.047027, -1.317574], [-0.005622, -1.945447, -4.226334], [-3.325102, -1.105027, 6.532676], [-0.816392, -5.184917, 2.827946], [-2.992562, 3.254093, -1.860554], [-5.745092, 3.386043, 2.215196], [3.067748, 4.290553, -0.152274], [3.446568, -1.132317, -2.000244], [-0.785492, -1.431137, -6.509504], [1.500938, 0.426233, -3.747284], [0.913018, -0.254317, -0.915514], [-0.301712, -0.047637, 4.261976], [-0.613222, -3.691527, -5.802514], [2.172798, 2.475853, -4.427564], [-3.129672, -2.673227, 4.891326], [-1.194492, 4.247573, -0.846644], [3.998308, -0.996957, 0.118716], [1.875138, 2.449283, 0.286336], [1.840348, -0.410107, 4.888416], [0.386998, -3.817537, 1.489476], [-4.559412, 3.156813, 2.022226], [2.063408, 3.300783, -5.547934], [-1.103652, -0.829867, 0.492206], [1.235128, 3.069923, 1.446936], [-3.774712, -1.464387, 3.099446], [-0.617372, -4.670987, 1.768886], [-3.105432, -2.716607, 3.504376], [3.569808, 2.384953, -1.467244], [1.479248, -3.517597, 2.392806], [1.590328, 1.247963, -4.651244], [-2.330142, 3.635753, 2.153516], [-3.869762, 1.942453, 1.290056], [-0.001742, -1.044117, -0.609314], [1.858438, 2.272303, -6.680904], [5.699708, -1.745197, -1.496664], [0.533198, -0.698257, 4.906746], [4.294788, -1.269117, -1.113674], [1.174808, 1.047113, -6.086674], [-2.765792, -2.191127, -4.779954], [-1.825252, 1.482993, -2.815894], [-3.670392, -0.412417, 4.186716], [0.164488, -1.925517, 5.746326], [-1.686962, -4.710867, 0.705696], [-3.136112, 2.245663, -2.832584], [-3.361052, -1.381287, 5.319556], [-0.820572, 2.511973, -2.451314], [-2.365712, 2.149923, 1.537076], [4.784078, -1.317687, 1.303776], [-1.676542, 3.454013, -1.651204], [2.846378, 3.123673, -0.398534], [2.341888, 0.733063, 4.160156], [2.920768, 1.683773, -1.991824], [-1.709202, 3.721103, 3.045286], [0.224978, -3.237037, 0.678996], [2.432178, -3.563497, 1.865626], [-3.930082, 1.547823, -2.566624], [-0.623002, -0.745997, 1.466896], [-1.869962, 1.984223, 0.580576], [-0.068182, -2.803797, 5.144166], [1.570368, -4.146897, 3.278126], [-4.147742, 1.877193, 0.238116], [6.289328, -0.833377, -1.591704], [5.051248, -0.401937, 1.831146], [5.613678, -2.302037, -2.429734], [2.533208, -1.034747, 5.275566], [0.664628, 2.259253, 1.900206], [1.235218, 2.501293, -7.545344], [2.843148, 1.989363, -7.052924], [-2.645202, -4.331037, 1.060096], [-4.301582, 1.082263, 1.801616], [1.983608, 3.388463, 2.172476], [0.110688, 2.247043, -1.950644], [-4.570202, 0.154293, 4.426036], [1.286198, 4.061353, -5.622564], [6.170158, -2.491807, -0.856864], [3.137958, 1.152873, 4.775086], [-1.711202, 0.002343, 0.136666], [-3.641642, -3.595027, 3.145276], [1.639568, 0.127163, -6.441334], [-1.809712, 0.661733, -2.099374], [0.092918, 1.061863, -6.218544], [0.724948, 3.978253, 1.126376], [4.181398, -1.868457, 2.025946], [1.491218, 1.679003, -0.242224], [3.031448, 3.798663, -5.603654], [-2.069242, -2.678147, 3.168296], [-1.752552, -1.697917, 0.608486], [0.905068, -2.077617, 6.531506], [-2.072532, 1.423773, 2.295266], [4.448678, 1.840803, -1.121424], [2.985998, 0.396683, 3.347716], [-4.760832, -1.896457, 2.929176], [-1.428702, -4.239797, -0.242724], [-1.861162, -5.736367, 0.379956], [1.208808, -2.533457, 2.775456], [-3.366642, 2.616663, -3.831244], [-0.548842, 3.045723, -3.362014], [3.860748, 3.010833, -2.310884], [-2.016532, 4.412213, 1.455766], [-3.486802, -1.020427, 2.146506], [-2.805082, 0.233553, 4.038176], [1.610128, 1.431873, 3.754806], [-0.726362, -1.802957, 6.362336], [-1.678772, 1.058203, -3.808964], [5.678898, -1.908887, 1.109186], [3.085238, -0.649267, 0.374696]], "forces_ev_per_a": [[-0.934, 1.670, 0.883], [-0.097, -0.576, -3.663], [0.583, 0.057, 0.273], [-0.308, -0.113, 0.349], [0.064, 0.212, 0.138], [1.086, -0.019, -0.035], [-1.151, -3.959, -0.750], [-0.248, 0.227, 0.808], [-0.091, -0.166, -1.321], [0.327, -1.268, 2.100], [0.249, 0.823, 0.440], [1.722, -1.108, -0.768], [0.564, 0.394, 0.321], [-0.786, -0.305, -1.229], [-0.416, 0.398, 1.741], [0.724, 1.009, -0.496], [0.664, 2.233, 0.925], [0.083, -0.452, 0.421], [-0.796, 0.302, 1.427], [-1.681, -1.990, 1.482], [-0.557, 3.144, 4.063], [-1.729, -1.073, -1.286], [0.176, -0.120, 2.799], [0.959, -0.271, -0.262], [-0.454, 0.351, -0.359], [0.429, -0.724, -0.151], [-2.470, -0.181, -0.070], [0.501, -0.101, -2.554], [1.162, -0.576, -0.946], [0.523, -0.438, -0.843], [-2.155, 0.108, -2.067], [-1.350, 1.658, -1.345], [1.851, 0.347, -2.184], [-0.128, -0.733, -1.462], [-0.452, 0.636, 0.063], [0.056, -0.413, 0.992], [0.542, -0.732, -0.428], [-0.721, 1.100, 0.827], [-0.371, 0.574, 0.302], [0.115, -0.239, -1.515], [-0.759, -0.271, -0.089], [-0.833, -0.697, -0.012], [0.740, -1.172, -1.294], [1.235, 1.044, 1.024], [1.751, -0.573, -0.645], [0.161, -1.394, -0.987], [0.041, -0.623, 0.608], [-0.191, 0.471, 0.561], [-0.035, -0.680, -1.279], [-0.299, -1.689, -0.379], [0.811, -3.163, 0.016], [-0.152, 0.846, -0.594], [-1.368, 1.074, 0.516], [0.199, 0.296, 0.511], [2.304, 1.712, 2.200], [-0.580, 0.926, 0.278], [1.898, -0.276, -0.267], [-0.156, -0.474, 0.430], [0.055, -0.245, -0.087], [0.491, -0.144, -0.159], [-0.024, 0.330, 0.033], [-0.294, 0.390, 0.191], [-0.025, 0.901, 0.022], [0.568, 0.460, 0.526], [0.556, -0.080, -0.121], [-0.520, -0.455, -0.395], [-0.101, 0.264, 0.116], [0.360, -0.279, -0.138], [0.308, 0.095, -0.173], [-0.049, 0.623, -0.273], [-0.398, 0.067, 0.191], [-0.624, 0.490, 0.056], [0.387, 1.012, 0.036], [-0.032, -0.048, -0.106], [0.131, 0.042, 0.161], [0.071, -0.195, -0.147], [0.224, -0.069, -0.113], [-0.361, -0.152, 0.106], [0.052, 0.055, -0.119], [-0.321, -0.136, 1.115], [-0.072, 0.517, 0.531], [-0.561, 0.865, 0.334], [0.182, 0.143, 0.586], [0.379, -0.099, 0.295], [-0.563, -0.123, 0.029], [-0.278, -0.080, 0.040], [0.086, -0.360, 0.162], [-0.590, -0.235, 0.267], [-0.181, -0.234, -0.217], [-0.386, -0.393, 0.646], [-0.172, 0.137, -0.305], [0.187, -0.703, 0.204], [0.106, -0.208, -0.617], [0.358, -0.535, -0.427], [0.622, 0.110, -0.144], [-0.042, 0.097, 0.247], [-0.425, -0.268, -0.673], [-0.805, 1.329, 0.198], [0.122, 0.507, 0.169], [-0.071, -0.223, 0.439], [0.894, 0.449, 0.165], [0.070, 0.508, 0.136], [0.213, 0.301, -0.073], [0.242, 0.523, 0.525], [0.048, -0.346, -0.244], [0.337, -0.231, 0.012], [0.170, 0.099, 0.295], [-0.004, -0.287, 0.635], [-0.261, 0.628, -0.298], [0.206, -0.248, 0.147], [-0.190, 0.242, -0.195], [-0.330, 0.155, -0.810]]}


no.,strongest force on any atom (hartree/bohr)
1,0.019
2,0.022
3,0.100